{
  "formula": "C35H74Cl2Ga",
  "method": "ωB97M-V with the def2-TZVPD basis set",
  "charge": -1,
  "energy_ev": -114917.5056,
  "molar_mass_g_mol": 635.6,
  "largest_force_ev_per_a": 0.5,
  "homo_ev": -4.9,
  "symbols": ["C", "C", "C", "C", "C", "C", "C", "C", "C", "C", "C", "C", "C", "C", "C", "C", "C", "C", "C", "C", "Ga", "C", "Cl", "C", "C", "Cl", "H", "H", "H", "H", "H", "H", "H", "H", "H", "H", "H", "H", "H", "H", "H", "H", "H", "H", "H", "H", "H", "H", "H", "H", "H", "H", "H", "H", "H", "H", "H", "H", "H", "H", "H", "H", "H", "H", "H", "H", "H", "H", "H", "H", "H", "H", "C", "C", "C", "C", "C", "C", "H", "H", "H", "H", "H", "H", "H", "H", "H", "H", "H", "H", "H", "H", "C", "C", "C", "C", "C", "C", "H", "H", "H", "H", "H", "H", "H", "H", "H", "H", "H", "H", "H", "H"],
  "coordinates": [[1.379462, -2.795039, 4.952988], [2.776983, -2.887987, 4.303936], [3.121993, -1.654085, 3.467834], [2.215553, -1.504344, 2.230684], [1.547123, -0.125028, 2.077676], [2.317940, 0.874303, 1.184096], [1.516784, 1.424748, -0.011441], [0.750206, 2.725343, 0.321559], [-0.635527, 2.391210, 0.894227], [-1.681326, 2.060215, -0.189128], [-2.308355, 0.655345, -0.108191], [-2.538652, 0.114975, 1.315769], [-3.824554, -0.694095, 1.554973], [-3.696256, -2.198571, 1.314172], [-3.398473, -2.614358, -0.133152], [-2.466218, -3.832386, -0.248977], [-0.983763, -3.526433, 0.003386], [-0.374237, -2.568400, -1.043539], [0.894508, -3.093853, -1.748268], [1.854185, -1.999100, -2.225380], [3.671092, -2.804803, -2.703290], [4.687945, -1.489875, -3.906048], [4.481161, -1.726354, -5.641895], [5.420551, -0.466601, -3.511112], [5.666397, -0.111785, -2.078372], [6.212650, 0.660395, -4.616974], [0.841707, -1.918183, 4.587304], [0.769600, -3.672788, 4.735696], [1.451869, -2.716749, 6.038868], [3.528699, -3.010817, 5.088220], [2.838672, -3.777074, 3.672390], [4.171628, -1.724445, 3.170952], [3.037295, -0.768886, 4.108140], [1.446042, -2.281000, 2.261661], [2.800243, -1.710733, 1.331604], [1.421350, 0.301222, 3.078146], [0.547422, -0.277719, 1.662161], [2.657320, 1.726261, 1.780722], [3.219261, 0.385696, 0.805584], [0.790265, 0.665489, -0.319999], [2.171818, 1.576398, -0.870953], [0.659939, 3.351981, -0.569563], [1.324489, 3.279652, 1.070119], [-0.493381, 1.537689, 1.556397], [-1.001806, 3.233012, 1.487545], [-2.468818, 2.817479, -0.186589], [-1.200733, 2.133269, -1.170238], [-1.684722, -0.041063, -0.666139], [-3.267599, 0.677572, -0.639443], [-1.696789, -0.542403, 1.571364], [-2.507022, 0.929667, 2.042259], [-4.644776, -0.296982, 0.944744], [-4.113844, -0.544482, 2.599830], [-4.647347, -2.663590, 1.595773], [-2.945483, -2.616265, 1.993157], [-2.962511, -1.798825, -0.712052], [-4.339788, -2.876437, -0.623204], [-2.813837, -4.582986, 0.473096], [-2.561046, -4.273461, -1.246241], [-0.423287, -4.464685, -0.001897], [-0.866790, -3.106184, 1.008578], [-1.127349, -2.346476, -1.806074], [-0.107296, -1.622104, -0.563485], [1.416841, -3.772754, -1.063710], [0.600348, -3.673241, -2.628034], [1.449144, -1.511071, -3.121314], [1.945632, -1.219848, -1.460597], [3.412408, -4.195204, -3.461126], [4.489891, -3.061765, -1.332704], [5.210852, -0.852489, -1.422623], [6.740680, -0.082896, -1.873864], [5.274394, 0.886404, -1.865475], [5.505954, 8.506602, 2.449810], [5.717020, 7.135306, 3.084181], [5.292260, 5.975035, 2.185217], [3.811447, 5.967318, 1.802691], [2.839653, 5.944114, 2.980607], [2.974092, 4.699648, 3.853431], [4.451886, 8.696055, 2.241483], [5.857824, 9.301678, 3.109273], [6.052683, 8.586407, 1.507714], [5.179936, 7.087447, 4.035806], [6.775878, 7.014745, 3.328563], [5.547148, 5.033113, 2.678189], [5.886492, 6.001537, 1.266583], [3.622620, 5.090776, 1.175039], [3.590560, 6.836600, 1.176807], [1.820573, 5.989961, 2.587219], [2.967122, 6.837636, 3.599097], [2.818346, 3.794037, 3.263058], [2.233972, 4.706729, 4.655144], [3.959574, 4.632785, 4.317224], [-8.098434, -4.608194, -4.133217], [-8.117552, -3.092526, -4.304769], [-6.998161, -2.566256, -5.201862], [-5.582717, -2.853049, -4.696781], [-5.281201, -2.320992, -3.297198], [-5.390397, -0.804461, -3.178957], [-7.180711, -4.947138, -3.650755], [-8.934885, -4.942973, -3.517690], [-8.172850, -5.109552, -5.100868], [-8.064825, -2.614245, -3.322860], [-9.077455, -2.793946, -4.735507], [-7.127865, -1.488436, -5.333577], [-7.107224, -3.005885, -6.198830], [-4.868252, -2.417857, -5.402286], [-5.399213, -3.930864, -4.713176], [-4.267406, -2.621636, -3.022030], [-5.944368, -2.791737, -2.565209], [-4.711910, -0.310830, -3.877971], [-5.127375, -0.476023, -2.171861], [-6.402997, -0.452551, -3.386250]],
  "forces_ev_per_a": [[0.14, -0.09, -0.07], [-0.10, 0.08, 0.14], [0.08, -0.14, 0.02], [0.09, 0.10, -0.04], [0.12, -0.13, 0.00], [-0.04, -0.06, -0.12], [-0.11, 0.23, 0.08], [-0.01, -0.54, 0.07], [0.17, 0.32, -0.25], [0.16, -0.27, -0.13], [-0.30, 0.10, 0.07], [0.08, -0.30, -0.04], [0.09, 0.01, 0.01], [-0.20, -0.01, -0.11], [0.20, -0.33, -0.16], [-0.02, 0.06, 0.31], [-0.22, 0.13, -0.20], [0.21, -0.20, 0.09], [-0.02, 0.36, 0.05], [0.07, -0.11, -0.28], [-0.33, -0.16, 0.28], [-0.25, -0.36, -0.29], [-0.04, -0.05, 0.00], [0.18, 0.26, 0.32], [0.19, 0.09, -0.03], [0.06, 0.09, -0.05], [-0.06, -0.04, 0.02], [-0.03, 0.04, 0.00], [-0.03, 0.07, -0.02], [0.02, -0.05, -0.05], [0.02, 0.03, -0.03], [-0.02, 0.09, -0.04], [0.00, 0.01, -0.03], [-0.04, 0.05, 0.05], [-0.06, -0.08, -0.06], [-0.20, 0.00, -0.03], [0.05, 0.04, 0.01], [0.11, -0.04, 0.01], [-0.02, -0.03, 0.01], [0.08, -0.01, -0.16], [0.09, 0.04, 0.08], [-0.05, 0.06, 0.07], [0.03, 0.13, -0.10], [-0.16, 0.17, 0.17], [0.04, -0.10, 0.14], [-0.02, -0.02, 0.10], [-0.06, 0.10, 0.01], [0.08, -0.05, 0.01], [0.05, 0.01, 0.01], [-0.01, 0.14, 0.12], [-0.06, 0.09, -0.10], [0.04, 0.04, 0.00], [-0.10, -0.04, -0.03], [0.09, -0.05, 0.13], [0.09, 0.11, -0.04], [-0.05, 0.10, 0.07], [-0.02, 0.16, -0.02], [0.03, -0.07, -0.12], [-0.02, 0.00, 0.00], [-0.02, -0.02, 0.01], [0.02, -0.03, 0.01], [0.00, 0.17, 0.00], [-0.09, 0.04, -0.01], [-0.01, -0.03, -0.02], [0.04, -0.26, 0.15], [-0.06, 0.05, 0.08], [0.08, 0.00, 0.06], [0.09, 0.07, -0.12], [0.07, 0.07, -0.01], [-0.06, 0.06, -0.03], [-0.02, -0.01, 0.00], [-0.06, -0.04, 0.07], [0.00, -0.01, 0.06], [0.02, 0.02, -0.04], [0.00, -0.02, 0.03], [0.00, 0.02, -0.04], [-0.02, -0.09, 0.02], [-0.04, 0.07, 0.02], [0.00, 0.00, -0.01], [0.00, 0.01, -0.01], [-0.02, 0.00, -0.02], [0.00, -0.02, 0.00], [0.00, 0.00, 0.02], [-0.01, 0.00, -0.01], [0.01, 0.01, 0.00], [-0.01, 0.00, 0.00], [0.01, 0.00, 0.00], [0.00, 0.02, 0.00], [0.01, 0.02, -0.03], [0.03, -0.02, 0.00], [0.00, -0.03, 0.00], [0.01, -0.01, -0.01], [-0.02, 0.04, 0.04], [-0.02, -0.04, -0.03], [0.01, 0.02, 0.00], [-0.01, -0.01, -0.01], [0.06, 0.05, -0.03], [-0.02, -0.04, 0.05], [0.00, 0.00, -0.01], [0.00, -0.01, -0.01], [0.02, -0.01, 0.00], [0.01, 0.02, 0.00], [0.00, 0.01, 0.02], [0.01, 0.00, 0.00], [-0.01, 0.00, 0.00], [0.01, 0.00, 0.01], [-0.01, 0.00, -0.01], [-0.01, -0.02, 0.01], [0.00, -0.03, 0.00], [-0.01, 0.01, -0.01], [0.01, 0.01, -0.01], [0.00, 0.01, -0.01]],
  "mulliken_charge": [-0.9455, -0.6740, -0.9446, -0.3792, 1.3623, -0.5374, 0.2731, -0.7842, 0.0089, -1.3828, 0.4101, 0.0603, -1.2585, -0.9633, 1.0387, -1.8476, -0.3884, 1.9490, -1.4565, 0.3467, 0.4199, 0.0117, -0.2938, 0.3216, -0.8823, -0.2695, 0.2146, 0.2412, 0.3443, 0.4360, 0.3170, 0.3753, 0.3507, 0.0873, 0.3957, 0.4520, -1.6439, -0.1110, 0.4609, -0.4758, 0.5175, 0.3759, -0.1942, -0.0591, 0.4820, 0.3890, 0.4591, -0.2238, 0.3170, -0.4968, 0.7647, 0.4309, 0.3229, 0.4804, 0.3630, -0.3049, 0.1036, 0.4072, 0.3985, 0.6352, -0.0327, 0.3302, -1.4966, 0.4003, 0.1719, 0.5151, -0.6918, -0.4234, -0.3570, 0.0703, 0.3710, 0.2283, -1.1891, -0.3866, -0.7864, -0.4711, -0.5475, -0.7241, 0.2785, 0.3800, 0.2900, 0.2213, 0.3754, 0.3158, 0.3968, 0.2231, 0.3770, 0.3661, 0.4008, -0.1397, 0.3803, 0.3275, -1.2024, -0.3633, -0.7958, -0.9507, 0.3128, -1.0103, 0.2803, 0.3746, 0.3002, 0.2590, 0.3828, 0.3080, 0.4343, 0.4134, 0.3454, -0.0519, 0.2418, 0.3124, 0.0735, 0.3552]
}